The following is a quantum chemistry calculation of 4 unconnected molecules or ions with the total composition C14H12Cl6N2O4 at a distorted geometry, from OMol25.

```
38
Properties=species:S:1:pos:R:3
C -0.81778 -2.22905 0.38338
C -0.82228 -1.44070 1.55458
C -2.05599 -0.97025 2.06445
C -3.23808 -1.32887 1.47990
C -3.23925 -2.11383 0.27685
C -2.03079 -2.45999 -0.27946
N -4.57510 -0.96285 2.10528
O -5.65510 -1.30815 1.66265
O -4.51393 -0.23879 3.11783
H 0.08047 -2.53357 -0.13316
H 0.08297 -1.22409 2.10231
H -2.05836 -0.32855 2.93314
H -4.19806 -2.32338 -0.17388
H -2.00495 -3.00520 -1.21138
C -2.63142 1.41893 0.03596
C -2.51010 0.94313 -1.25019
C -1.47473 1.37539 -2.07961
C -0.59283 2.39457 -1.66623
C -0.77006 2.95694 -0.40434
C -1.79009 2.48201 0.46007
N 0.55707 2.85820 -2.52963
O 0.90738 2.17831 -3.49031
O 1.23510 3.83995 -2.25177
H -3.46619 1.20563 0.68716
H -3.26086 0.25383 -1.60742
H -1.47000 0.94785 -3.07137
H -0.17538 3.77962 -0.03562
H -1.82632 2.96028 1.42772
C 7.02149 -1.14740 1.87167
Cl 8.49192 -1.21824 0.85655
Cl 7.35865 -0.85621 3.61180
Cl 6.00885 -2.62891 1.72137
H 6.31195 -0.40085 1.51486
C 3.36013 -0.08177 -1.94119
Cl 4.30588 -0.23970 -3.44557
Cl 4.39554 0.18563 -0.53282
Cl 2.33625 -1.53500 -1.70098
H 2.72405 0.79503 -2.06254
```

The total energy is -3712.0819 Eh. The total charge is 0. The value obtained for the relative energy (zero: lowest compared OMol25 entry of this formula, charge and spin) is 17.3 kJ/mol. As for the HOMO-LUMO gap: 0.3408 Ha. As for the HOMO energy: -10.200 eV.

natural (NBO) atomic charge list, values in e, 5 entries: atom 1 (C): -0.173, atom 2 (C): -0.190, atom 3 (C): -0.202, atom 4 (C): 0.032, atom 5 (C): -0.200